Entry 1:
{"formula": "C13H12N4O2S2", "method": "ωB97M-V/def2-TZVPD", "species": ["C", "O", "C", "C", "C", "C", "N", "C", "S", "C", "C", "O", "N", "C", "N", "C", "C", "S", "N", "C", "C", "H", "H", "H", "H", "H", "H", "H", "H", "H", "H", "H", "H"], "positions_angstrom": [[4.3488, 2.0409, -1.2473], [3.8641, 0.8533, -0.6693], [2.5685, 0.4902, -0.8903], [1.6563, 1.2484, -1.6404], [0.3517, 0.8403, -1.8217], [-0.0506, -0.3526, -1.2368], [-1.2752, -0.9695, -1.2199], [-1.1135, -2.0350, -0.4966], [-2.3606, -3.1899, -0.0772], [-3.3305, -2.1979, 1.1298], [-3.9455, -1.0072, 0.4510], [-4.9993, -1.0370, -0.1335], [-3.2516, 0.1859, 0.5233], [-2.0545, 0.5007, 1.0949], [-1.3301, -0.2417, 1.8592], [-0.1948, 0.3920, 2.2465], [-0.0383, 1.6541, 1.7844], [-1.3795, 2.1011, 0.7974], [0.1652, -2.1943, -0.0341], [0.8765, -1.1157, -0.4842], [2.1843, -0.7113, -0.3040], [4.2879, 2.0123, -2.3398], [3.8130, 2.9201, -0.8749], [5.3939, 2.1053, -0.9479], [1.9712, 2.1767, -2.0892], [-0.3422, 1.4312, -2.3970], [-2.6708, -1.9161, 1.9473], [-4.1172, -2.8777, 1.4537], [-3.6743, 0.9215, -0.0325], [0.4921, -0.1337, 2.8835], [0.7660, 2.3383, 1.9553], [0.4917, -2.9522, 0.5412], [2.8975, -1.2806, 0.2690]], "forces_ev_per_angstrom": [[0.1, 0.2, -0.1], [-0.1, -0.2, 0.1], [-0.1, -0.3, 0.2], [0.2, 0.3, -0.1], [0.0, -0.3, 0.1], [0.6, -0.2, 0.3], [-0.4, -0.3, -0.3], [-0.2, -0.2, 0.0], [-0.2, 0.0, 0.1], [0.3, -0.4, -0.1], [0.0, 0.1, 0.2], [-0.2, -0.1, -0.1], [-0.7, 0.5, -0.2], [0.7, 0.9, 0.2], [-0.6, -0.6, 0.0], [0.4, 0.7, -0.1], [-0.1, 0.0, 0.0], [-0.2, -0.6, 0.3], [0.2, 0.0, -0.1], [-0.1, 0.5, -0.4], [0.3, 0.2, -0.1], [0.0, 0.0, 0.0], [0.0, 0.0, 0.0], [-0.1, 0.0, -0.1], [0.1, 0.1, 0.0], [-0.1, 0.1, -0.1], [-0.2, -0.1, 0.0], [0.0, 0.1, -0.1], [0.0, -0.3, 0.1], [0.2, 0.0, 0.1], [0.2, 0.1, 0.1], [-0.1, 0.1, 0.0], [0.1, -0.1, 0.1]], "de_lowest_ev": 0.0000, "homo_energy_ev": -8.1, "e_tot_ha": -1668.49450, "homo_lumo_gap_ev": 8.586}



Entry 2:
{"formula": "C8H17N4", "method": "ωB97M-V/def2-TZVPD", "species": ["C", "C", "C", "C", "C", "C", "C", "C", "N", "N", "N", "N", "H", "H", "H", "H", "H", "H", "H", "H", "H", "H", "H", "H", "H", "H", "H", "H", "H"], "positions_angstrom": [[-1.7719, -0.0538, -1.0534], [-0.9902, -0.4889, 1.2961], [-0.1847, 1.5400, 0.0398], [-0.1933, -1.9170, -0.6005], [0.6031, 0.0591, -1.8142], [-1.3758, -1.1275, -0.0400], [-0.5772, 0.8715, -1.2762], [0.1717, 0.5063, 1.1236], [1.3636, -0.2997, 0.8187], [0.5548, 1.2292, 2.3226], [2.4613, 0.3519, 0.7390], [0.9078, -1.0051, -0.8774], [-2.0671, -0.5181, -1.9951], [-2.6234, 0.5196, -0.6871], [-1.8499, 0.0373, 1.7120], [-0.6926, -1.2611, 2.0074], [0.6492, 2.2273, -0.1123], [-1.0234, 2.1299, 0.4103], [0.1536, -2.6605, 0.1199], [-0.4821, -2.4268, -1.5269], [0.3528, -0.3673, -2.7912], [1.4882, 0.6921, -1.9311], [-2.2127, -1.8108, 0.1227], [-0.8308, 1.6396, -2.0109], [0.7661, 0.5943, 3.0843], [-0.1746, 1.8614, 2.6288], [3.3245, -0.1668, 0.8159], [2.5007, 1.3583, 0.6045], [1.7523, -1.5144, -1.1295]], "forces_ev_per_angstrom": [[0.0, 0.0, 0.0], [0.2, 0.0, -0.2], [0.2, -0.2, -0.1], [-0.6, -0.4, 0.1], [-0.3, 0.5, -0.4], [0.0, -0.1, -0.1], [0.0, 0.0, 0.0], [-0.9, 0.7, 0.2], [0.6, -1.2, -0.3], [0.0, 0.0, 0.1], [0.5, 0.4, -0.4], [0.2, 0.3, 0.6], [-0.1, 0.0, 0.0], [-0.1, 0.0, 0.0], [0.0, 0.1, 0.0], [0.0, 0.0, 0.1], [0.0, 0.1, 0.0], [0.0, 0.0, 0.1], [0.0, 0.0, -0.1], [0.0, 0.0, 0.1], [0.1, 0.0, 0.0], [0.0, -0.1, 0.0], [0.1, 0.0, 0.0], [0.1, 0.0, 0.0], [-0.1, 0.0, 0.1], [-0.1, 0.0, -0.1], [-0.1, 0.0, 0.1], [-0.1, -0.1, 0.0], [0.0, 0.1, 0.1]], "charge": 1, "de_lowest_ev": 0.0365, "homo_energy_ev": -13.2, "e_tot_ha": -533.78791, "homo_lumo_gap_ev": 9.949}



Entry 3:
{"formula": "C45H58N11O", "method": "ωB97M-V/def2-TZVPD", "species": ["C", "O", "H", "H", "H", "N", "C", "C", "C", "C", "H", "H", "H", "H", "H", "N", "C", "C", "C", "C", "H", "H", "H", "H", "H", "N", "C", "C", "C", "C", "H", "H", "H", "H", "H", "N", "C", "C", "C", "C", "H", "H", "H", "H", "H", "N", "C", "C", "C", "C", "H", "H", "H", "H", "H", "N", "C", "C", "C", "C", "H", "H", "H", "H", "H", "N", "C", "C", "C", "C", "H", "H", "H", "H", "H", "N", "C", "C", "C", "C", "H", "H", "H", "H", "H", "N", "C", "C", "C", "C", "H", "H", "H", "H", "H", "N", "C", "C", "C", "C", "H", "H", "H", "H", "H", "N", "C", "C", "C", "C", "H", "H", "H", "H", "H"], "positions_angstrom": [[-9.0703, 17.9609, -3.1167], [-10.2863, 17.5739, -3.7497], [-8.4365, 17.0935, -3.0253], [-9.3451, 18.3737, -2.1280], [-8.5025, 18.6901, -3.6784], [-9.1015, 18.3885, -6.2127], [-9.5127, 17.9412, -7.4490], [-8.4886, 18.6237, -8.4144], [-7.8015, 19.5002, -7.6026], [-8.1739, 19.3544, -6.3432], [-9.6208, 18.1316, -5.4002], [-10.2519, 17.1616, -7.6045], [-8.3714, 18.5102, -9.4825], [-7.1526, 20.3143, -7.8700], [-7.8124, 19.9445, -5.4819], [-12.1068, 19.0194, -2.1099], [-12.0317, 20.2635, -1.7077], [-12.8139, 20.3486, -0.6268], [-13.5362, 19.1860, -0.3465], [-12.9306, 18.2154, -1.3310], [-11.4835, 18.6934, -2.8881], [-11.4704, 21.0095, -2.3011], [-12.9637, 21.2485, -0.0872], [-14.2407, 19.0641, 0.4569], [-13.0079, 17.1544, -1.5025], [-8.6713, 14.0004, -7.3254], [-9.1494, 12.8303, -6.7411], [-9.3192, 13.2039, -5.3962], [-8.7952, 14.4812, -5.1230], [-8.3441, 14.9997, -6.4597], [-8.4638, 14.1748, -8.3412], [-9.3446, 11.8589, -7.3348], [-9.6366, 12.5495, -4.5277], [-8.7395, 15.0161, -4.1747], [-7.8675, 15.8617, -6.8008], [-10.9459, 15.4899, -2.1107], [-11.1182, 14.3442, -2.8489], [-11.3285, 13.2912, -1.7871], [-11.0426, 13.9307, -0.5717], [-10.8811, 15.2902, -0.7733], [-10.8454, 16.3879, -2.6416], [-11.1666, 14.3376, -3.9282], [-11.4537, 12.2663, -1.9133], [-11.0287, 13.3174, 0.3375], [-10.7459, 16.0632, 0.0384], [-5.7489, 18.6687, -1.7328], [-5.3465, 18.0494, -0.6070], [-5.6152, 19.0289, 0.5702], [-6.2140, 20.0787, -0.0921], [-6.1373, 19.9564, -1.4695], [-5.9531, 18.2325, -2.6528], [-5.1045, 17.0330, -0.6244], [-5.5990, 18.8328, 1.6122], [-6.7414, 20.8852, 0.4017], [-6.5389, 20.4580, -2.2986], [-10.9535, 21.9373, -5.9879], [-11.5346, 20.7580, -5.6533], [-12.9034, 20.7576, -5.8550], [-13.2687, 22.0312, -6.3215], [-11.9234, 22.8093, -6.4196], [-9.9216, 22.1268, -6.1048], [-10.8517, 20.0496, -5.2240], [-13.5945, 19.9230, -5.7150], [-14.3154, 22.3439, -6.5891], [-11.7481, 23.8400, -6.8077], [-11.9234, 16.4152, -5.4094], [-11.9297, 15.4072, -6.3325], [-13.0759, 15.4407, -7.0654], [-13.9112, 16.4530, -6.5140], [-13.1191, 17.0474, -5.3915], [-11.2060, 16.7533, -4.7687], [-11.0130, 14.8432, -6.5177], [-13.2413, 14.8055, -7.8808], [-14.9562, 16.6800, -6.7705], [-13.3195, 17.7453, -4.5965], [-8.0540, 14.6025, -1.6650], [-7.5815, 13.4096, -2.1449], [-6.1460, 13.4382, -1.6821], [-5.9724, 14.6989, -1.0560], [-7.1596, 15.4026, -1.0327], [-9.0122, 14.8769, -1.7698], [-8.2192, 12.6896, -2.6853], [-5.3870, 12.6633, -1.8157], [-5.0365, 15.0138, -0.5773], [-7.4435, 16.3383, -0.7057], [-10.4464, 18.4544, 0.5954], [-9.0895, 18.2352, 0.4911], [-8.8340, 17.2216, 1.6232], [-9.9766, 17.2860, 2.3951], [-11.0111, 17.8846, 1.7239], [-10.9423, 18.8231, -0.2271], [-8.3862, 18.5694, -0.2402], [-7.9437, 16.6497, 1.6710], [-10.0682, 16.8051, 3.3484], [-11.9997, 17.9007, 2.0494], [-8.4177, 22.7854, -3.9020], [-7.7166, 23.6499, -3.0903], [-7.8133, 23.1618, -1.8105], [-8.6986, 21.9741, -1.7197], [-9.1486, 21.8819, -3.1637], [-8.3669, 22.9451, -4.9452], [-7.1493, 24.3911, -3.5340], [-7.3207, 23.6179, -0.9925], [-8.9282, 21.2648, -0.9176], [-9.7721, 21.1395, -3.6159], [-6.4844, 17.3960, -4.5697], [-5.5003, 18.3077, -4.9028], [-4.3345, 17.7540, -4.4863], [-4.5094, 16.4455, -3.9311], [-5.9534, 16.2655, -4.0025], [-7.5204, 17.5160, -4.6528], [-5.6743, 19.2110, -5.3443], [-3.4047, 18.2371, -4.7509], [-3.7319, 15.7947, -3.6042], [-6.4938, 15.4030, -3.7273]], "forces_ev_per_angstrom": [[-2.2, -0.5, 0.2], [0.7, 1.1, 0.1], [0.4, -0.4, 0.6], [0.7, 0.0, -0.2], [0.1, 0.7, -0.1], [-1.3, -0.4, -2.3], [4.4, 1.9, -2.5], [-4.0, -2.4, 2.0], [1.1, 1.2, -1.9], [0.0, 0.9, 3.7], [-0.6, -0.3, 1.4], [0.2, 0.2, 0.2], [-0.3, -0.1, 0.1], [0.4, -0.2, -0.4], [-0.4, -0.6, -0.4], [0.5, -3.7, -1.6], [1.1, 1.8, -0.9], [-2.1, 1.9, 2.0], [2.8, -2.8, -2.9], [-1.3, 3.4, 1.5], [-0.6, -0.6, 0.5], [-0.5, -0.6, 0.8], [-0.1, 0.8, 0.4], [0.0, -0.4, -0.1], [-0.1, 0.1, 0.0], [1.2, 0.1, -2.3], [-0.5, 0.6, 0.1], [0.4, -1.7, 1.4], [1.2, 1.6, -4.0], [-2.4, -3.5, 4.1], [-0.4, -0.8, 1.6], [0.3, 2.1, 1.2], [0.2, 0.7, -1.5], [-0.1, -0.3, -0.5], [0.5, 1.2, -0.3], [0.0, 0.7, -1.7], [-1.2, -2.4, 4.1], [1.8, 4.1, -2.9], [-0.9, -1.0, 0.4], [-0.1, -0.1, 1.7], [0.3, -0.2, 0.4], [-0.2, 0.1, 0.3], [-0.2, -1.5, -0.4], [0.1, 0.9, -0.1], [-0.1, -0.8, -1.6], [0.3, 0.1, 0.0], [-1.2, 3.1, 3.4], [0.4, -3.6, -4.8], [-0.1, 2.0, 0.0], [-0.7, -1.8, 0.5], [0.9, 0.3, 1.1], [0.5, -1.0, 0.1], [0.2, -0.2, 0.5], [0.4, 0.3, 0.0], [-0.5, 1.1, -0.5], [-0.2, 1.6, -1.0], [0.8, -1.0, 0.5], [0.2, 0.4, 0.0], [3.3, 2.4, -0.6], [-4.1, -1.2, -0.3], [-2.1, -0.7, 0.4], [-0.3, -0.7, -0.1], [0.5, 0.3, 0.1], [1.6, 0.0, 0.3], [0.0, -1.2, 0.5], [-1.3, -0.3, -0.1], [2.0, 0.3, -0.2], [-0.6, 1.2, 1.3], [1.2, 1.3, 2.6], [-1.8, -1.8, -3.3], [0.8, -0.5, 0.0], [-0.5, 0.1, 0.2], [-0.5, -0.7, -0.9], [0.8, 0.0, 0.2], [-0.3, 0.2, -0.2], [-0.8, -0.5, -0.9], [3.8, 0.9, 1.9], [-3.3, 0.0, -1.3], [1.0, -0.4, 0.7], [0.8, -2.9, -1.2], [-0.3, 0.0, 0.0], [0.6, 0.7, 0.6], [-0.4, 0.4, 0.0], [-0.5, -0.2, -0.4], [-0.4, 1.6, 0.7], [0.3, 0.7, -1.0], [-0.9, -4.6, 4.3], [-0.1, 4.6, -3.7], [-0.3, -1.6, 0.4], [2.4, 0.7, -0.8], [0.0, 0.1, 1.1], [-0.2, 0.3, -0.5], [0.7, -0.1, 0.6], [-0.3, -0.3, 0.2], [-1.5, 0.5, -0.2], [-0.6, 0.8, -1.2], [-1.0, -2.8, 0.8], [-1.2, -1.4, 0.6], [0.0, 2.2, -5.5], [2.2, -0.3, 3.7], [-0.6, -0.6, 2.0], [1.0, 1.4, -0.4], [0.4, 0.2, 0.7], [0.0, 0.7, -0.4], [-0.1, -0.1, -0.2], [-1.4, -0.6, 0.0], [-0.3, -2.7, 1.5], [1.6, -0.4, -0.5], [-3.6, 1.5, -1.1], [3.9, 1.1, -0.2], [1.8, -0.1, -0.3], [-0.6, 1.9, -1.0], [0.2, -0.1, 0.4], [0.0, -0.4, 0.3], [-0.8, -0.5, 0.2]], "charge": -1, "de_lowest_ev": 1.5348, "homo_energy_ev": -5.3, "e_tot_ha": -2426.81424, "homo_lumo_gap_ev": 7.320}



Number 1: LUMO level 0.5255 eV. Number 2: LUMO level -3.2795 eV. Number 3: LUMO level 2.0347 eV.